Record 1
This record from the OMol25 dataset describes an isolated molecule of C4H6N2O. The level of theory is ωB97M-V with the def2-TZVPD basis set.

Structure (XYZ):
```
13
Properties=species:S:1:pos:R:3
H 0.238 1.409 -2.516
N -0.028 1.023 -1.614
C 0.621 1.574 -0.680
O 0.443 1.266 0.619
C -0.488 0.216 0.875
C 0.219 -1.143 0.712
C -0.661 -2.193 0.197
N -1.346 -3.023 -0.225
H 1.395 2.339 -0.770
H -1.338 0.300 0.195
H -0.819 0.367 1.904
H 1.044 -1.027 0.003
H 0.648 -1.475 1.662
```

HOMO level   -0.3939 Eh
Energy above the lowest of the compared OMol25 structures with the same formula, charge and spin   32.1 kcal/mol
Charge   0
Gap between HOMO and LUMO   11.44 eV
SMILES   [H]/N=C/OCCC#N
2S+1   1
Largest force on an atom   1.11 eV/Å

Record 2
This record from the OMol25 dataset describes a cluster of 2 separate species, C4H11NO2 in total. The level of theory is ωB97M-V with the def2-TZVPD basis set.

Structure (XYZ):
```
18
Properties=species:S:1:pos:R:3
C -0.002 0.089 -0.622
C -1.538 -0.019 -0.639
N -2.140 -0.754 -1.722
C -2.025 -0.673 0.649
C -1.120 -0.737 1.855
O -0.637 -1.864 2.215
H 0.444 0.664 -1.521
H 0.402 -0.844 -0.389
H 0.349 0.860 0.129
H -2.043 1.096 -0.642
H -3.169 -0.821 -1.626
H -1.888 -0.304 -2.595
H -2.482 -1.681 0.345
H -2.984 -0.072 0.978
H -0.692 0.233 2.225
O 6.527 1.454 0.848
H 7.262 1.483 0.167
H 5.736 1.889 0.345
```

HOMO level   -0.3451 Eh
Energy above the lowest of the compared OMol25 structures with the same formula, charge and spin   61.7 kcal/mol
Charge   0
Gap between HOMO and LUMO   10.04 eV
SMILES   C[C@@H](N)CC=O.O
2S+1   1
Largest force on an atom   4.98 eV/Å

Record 3
This record from the OMol25 dataset describes a structure of composition C16H21BCl4FeN4O2S. The level of theory is ωB97M-V with the def2-TZVPD basis set.

Structure (XYZ):
```
50
Properties=species:S:1:pos:R:3
Fe 0.470 -0.608 -0.554
C 3.264 -0.038 -0.918
C 3.155 -1.344 -0.149
N 1.871 -2.004 -0.492
C 1.832 -2.853 -1.705
C 1.714 -2.054 -2.993
S 0.456 -0.724 -2.848
C 1.413 0.790 -3.225
C 1.716 1.589 -1.960
N 1.966 0.678 -0.826
H 3.475 -0.216 -1.970
H 4.071 0.585 -0.531
H 3.119 -1.141 0.919
H 4.010 -1.992 -0.352
H 1.583 -2.576 0.300
H 0.957 -3.490 -1.597
H 2.718 -3.492 -1.758
H 1.398 -2.710 -3.802
H 2.653 -1.594 -3.291
H 0.804 1.385 -3.904
H 2.309 0.501 -3.771
H 0.862 2.212 -1.697
H 2.576 2.244 -2.128
H 1.953 1.200 0.048
B -3.220 -3.060 0.184
C -1.848 -2.496 -0.268
N -0.849 -1.997 -0.589
H -3.709 -2.124 0.782
H -3.026 -4.010 0.893
H -3.840 -3.311 -0.824
Cl -3.784 1.908 1.348
C -3.485 1.598 -0.361
Cl -4.608 0.424 -1.030
Cl -3.474 3.105 -1.294
C -2.133 1.027 -0.459
N -1.067 0.621 -0.502
Cl -2.489 4.844 4.027
C -1.810 3.340 3.515
C -0.835 3.335 2.528
C -0.300 2.126 2.119
C -0.729 0.927 2.673
C -1.695 0.958 3.676
C -2.241 2.156 4.098
C -0.226 -0.420 2.244
O -0.596 -1.433 2.773
O 0.677 -0.466 1.247
H -0.503 4.268 2.096
H 0.461 2.133 1.352
H -2.022 0.020 4.106
H -2.994 2.181 4.873
```

HOMO level (spin up / spin down)   -0.4325 / -0.4325 Eh
Energy above the lowest of the compared OMol25 structures with the same formula, charge and spin   0.0 kcal/mol
⟨S²⟩   0.76
Charge   +1
Gap between HOMO and LUMO (spin up / spin down)   7.89 / 7.38 eV
2S+1   2
Largest force on an atom   0.95 eV/Å

Record 4
This record from the OMol25 dataset describes an isolated molecule of ClH5OSi2. The level of theory is ωB97M-V with the def2-TZVPD basis set.

Structure (XYZ):
```
9
Properties=species:S:1:pos:R:3
Si 0.212 1.318 -0.935
O 0.402 0.194 0.196
Si -0.143 -1.338 1.041
Cl -0.909 -2.538 -0.367
H -0.234 0.551 -1.979
H -0.704 2.144 -0.294
H 1.375 2.105 -1.344
H -0.980 -0.543 1.986
H 0.980 -1.892 1.697
```

HOMO level   -0.3840 Eh
Energy above the lowest of the compared OMol25 structures with the same formula, charge and spin   21.4 kcal/mol
Charge   0
Gap between HOMO and LUMO   11.16 eV
SMILES   [SiH3]O[SiH2]Cl
2S+1   1
Largest force on an atom   5.77 eV/Å

Record 5
This record from the OMol25 dataset describes a structure of composition C7H13N2. The level of theory is ωB97M-V with the def2-TZVPD basis set.

Structure (XYZ):
```
22
Properties=species:S:1:pos:R:3
C -0.195 -2.260 0.289
C -0.634 -0.010 0.346
C -0.084 -0.685 1.521
C -0.140 -3.585 -0.441
C 1.034 1.813 0.126
C -0.790 1.806 -1.267
C -0.399 1.491 0.122
N 0.420 -0.966 0.134
N -0.676 -2.039 1.510
H -1.632 -0.254 0.029
H 2.071 1.265 2.156
H 0.970 -3.934 -0.307
H -0.115 -3.255 -1.468
H -1.058 -4.244 -0.146
H 1.509 2.884 0.309
H 1.430 1.173 -0.633
H 1.609 1.462 1.384
H -0.971 2.908 -1.611
H -1.690 1.291 -1.396
H -0.059 1.481 -2.052
H -0.916 2.217 0.845
H -1.232 -2.509 2.211
```

HOMO level (spin up / spin down)   -0.4324 / -0.4325 Eh
Energy above the lowest of the compared OMol25 structures with the same formula, charge and spin   234.9 kcal/mol
Charge   +1
Gap between HOMO and LUMO (spin up / spin down)   5.16 / 5.16 eV
2S+1   1
Largest force on an atom   4.76 eV/Å

Record 6
This record from the OMol25 dataset describes a cluster of 2 separate species, C7H14N2O in total. The level of theory is ωB97M-V with the def2-TZVPD basis set.

Structure (XYZ):
```
24
Properties=species:S:1:pos:R:3
C -1.379 -0.654 2.097
C -1.327 -0.165 0.700
N -1.262 1.028 0.205
O -1.350 0.674 -1.121
C -1.517 -0.686 -0.772
C -2.948 -1.214 -1.227
H -0.931 0.011 2.884
H -0.899 -1.538 2.379
H -2.477 -0.678 2.495
H -0.777 -1.415 -1.116
H -2.848 -1.183 -2.286
H -3.672 -0.531 -0.952
H -2.958 -2.289 -0.805
C 2.601 0.966 0.983
C 1.955 0.383 -0.252
C 2.070 1.322 -1.496
N 1.649 -0.818 -0.455
H 2.461 2.059 0.782
H 3.655 0.772 1.124
H 2.114 0.676 1.926
H 1.188 1.207 -2.180
H 2.964 1.073 -2.078
H 1.962 2.387 -1.248
H 1.723 -1.388 0.413
```

HOMO level   -0.3427 Eh
Energy above the lowest of the compared OMol25 structures with the same formula, charge and spin   96.3 kcal/mol
Charge   0
Gap between HOMO and LUMO   10.17 eV
SMILES   CC1=NO[C@@H]1C.CC(C)=N
2S+1   1
Largest force on an atom   4.68 eV/Å